Record 1
Entry from OMol25: a molecular structure, C33H67N5SSi5TeY (ωB97M-V/def2-TZVPD).

Summary:
Maximum force, eV/Å: 0.55
Orbital gap, eV: 7.834
Total charge: +1

Each line ends with the Löwdin charge.
Element x y z (Å)
1 Y -0.323026 0.168910 0.430024  1.23
2 C -4.164510 -1.246973 -0.519438  -0.17
3 Si -2.588459 -2.043962 -1.093257  0.34
4 C -3.070376 -3.771135 -1.622194  -0.16
5 C -1.991968 -1.055930 -2.588414  -0.17
6 C -1.228752 -2.059242 0.184052  -0.59
7 Si -1.855630 -2.457821 1.903938  0.34
8 C -0.396929 -2.525713 3.095762  -0.17
9 C -2.787254 -4.060769 2.104936  -0.16
10 C -2.999141 -1.113163 2.534641  -0.20
11 Si 0.113564 -3.207998 -0.292041  0.39
12 C 0.608338 -3.164826 -2.092251  -0.17
13 C -0.112485 -4.995229 0.181825  -0.16
14 C 1.691019 -2.593998 0.569129  -0.29
15 C 2.740334 -3.446236 0.905107  -0.04
16 C 3.913335 -2.943966 1.438387  -0.03
17 C 4.025092 -1.576524 1.630617  -0.04
18 C 2.956785 -0.777215 1.283500  -0.14
19 N 1.811743 -1.254322 0.765563  -0.03
20 H -4.881467 -1.286516 -1.347161  0.05
21 H -4.049379 -0.203778 -0.226139  -0.01
22 H -4.608498 -1.779027 0.327460  0.04
23 H -3.907793 -3.728355 -2.325879  0.04
24 H -3.392186 -4.360338 -0.760030  0.03
25 H -2.259084 -4.315182 -2.114045  0.02
26 H -2.844329 -0.701111 -3.175707  0.04
27 H -1.355229 -1.644954 -3.250251  0.02
28 H -1.424386 -0.149919 -2.313867  0.01
29 H 0.223991 -3.414138 2.946549  0.03
30 H -0.772945 -2.552617 4.124523  0.04
31 H 0.265465 -1.656207 3.013516  -0.01
32 H -2.177133 -4.939155 1.896081  0.02
33 H -3.671183 -4.101633 1.462563  0.03
34 H -3.128987 -4.131161 3.143002  0.05
35 H -3.209094 -0.311838 1.827922  -0.03
36 H -2.582494 -0.655025 3.432319  -0.01
37 H -3.963199 -1.553517 2.812085  0.05
38 H -0.160027 -3.593430 -2.739263  0.03
39 H 1.518180 -3.758593 -2.222285  0.04
40 H 0.817451 -2.151378 -2.447156  0.03
41 H -1.118182 -5.329758 -0.077891  0.03
42 H 0.030559 -5.159141 1.252552  0.03
43 H 0.595586 -5.634107 -0.355235  0.04
44 H 2.624760 -4.511612 0.746081  0.11
45 H 4.729354 -3.605336 1.702278  0.12
46 H 4.919430 -1.130616 2.044281  0.12
47 H 3.010189 0.285616 1.447069  0.06
48 C 0.395401 3.573225 -0.438548  -0.20
49 C 1.219520 4.741042 -1.032605  -0.14
50 N 2.560846 4.291575 -1.399569  -0.16
51 C 2.456057 3.257257 -2.426671  -0.14
52 C 1.563825 2.086692 -1.929631  -0.15
53 N 1.180404 2.303525 -0.512393  -0.22
54 C 2.421170 2.488371 0.278594  -0.18
55 C 3.203677 3.733290 -0.218219  -0.14
56 H -0.538957 3.427692 -0.974336  0.06
57 H 0.140437 3.743967 0.605128  0.07
58 H 1.312144 5.555696 -0.314095  0.12
59 H 0.737797 5.142385 -1.924711  0.12
60 H 3.460598 2.905292 -2.663783  0.12
61 H 2.040666 3.703057 -3.329890  0.12
62 H 2.092281 1.132002 -2.001656  0.11
63 H 0.643409 2.011060 -2.511739  0.12
64 H 3.029585 1.596500 0.151988  0.09
65 H 2.140333 2.582965 1.328481  0.06
66 H 4.230010 3.466080 -0.472755  0.12
67 H 3.243038 4.503827 0.552200  0.12
68 C -7.108601 1.913679 -0.669065  -0.02
69 C -5.717853 2.304992 -1.066592  -0.32
70 C -5.430866 2.892895 -2.290819  -0.01
71 C -4.106447 3.162816 -2.563003  -0.12
72 N -3.120960 2.895295 -1.702514  0.05
73 C -3.502140 2.345933 -0.548206  -0.77
74 S -2.233752 2.051947 0.663722  0.51
75 N -4.744058 2.034574 -0.192462  0.09
76 H -7.859712 2.465906 -1.231286  0.08
77 H -7.250035 2.077757 0.397544  0.08
78 H -7.254621 0.847794 -0.860162  0.09
79 H -6.211994 3.132048 -2.999257  0.11
80 H -3.811555 3.611316 -3.505500  0.11
81 C -2.696707 0.187345 6.009192  -0.18
82 Si -3.272708 1.705510 5.089603  0.41
83 C -3.843897 2.935152 6.361014  -0.19
84 C -4.673935 1.379346 3.913286  -0.17
85 C -1.873630 2.616278 4.205140  -0.56
86 Te -0.189449 1.735051 3.270378  1.21
87 C 0.645083 0.803930 4.999708  -0.55
88 Si 2.318663 1.478406 5.547302  0.37
89 C 3.536139 1.230480 4.160038  -0.17
90 C 2.832774 0.508536 7.038321  -0.17
91 C 2.124076 3.287339 5.902983  -0.18
92 H -3.552657 -0.467716 6.193755  0.05
93 H -2.285960 0.472909 6.982261  0.04
94 H -1.940686 -0.399818 5.485383  0.00
95 H -4.682734 2.513453 6.924852  0.04
96 H -4.191413 3.863070 5.897928  0.04
97 H -3.054186 3.184969 7.075231  0.04
98 H -5.457945 2.122047 4.089728  0.04
99 H -5.110436 0.392046 4.076147  0.03
100 H -4.376788 1.450072 2.863561  0.00
101 H -1.392647 3.311554 4.897627  0.01
102 H -2.312174 3.215860 3.401964  -0.01
103 H 0.666025 -0.273590 4.824084  0.00
104 H -0.095117 0.992365 5.781027  0.00
105 H 3.740033 0.167466 4.002658  0.03
106 H 4.483996 1.733575 4.367949  0.05
107 H 3.139363 1.650674 3.229370  0.00
108 H 2.952739 -0.548114 6.784013  0.04
109 H 2.089573 0.580869 7.836860  0.04
110 H 3.785770 0.868205 7.436358  0.04
111 H 1.700298 3.800016 5.034285  0.02
112 H 3.080742 3.759964 6.137023  0.04
113 H 1.453196 3.454004 6.751366  0.04

Atomic forces in eV per Å
-0.2 0.2 0.2
-0.2 0.0 0.1
0.1 0.0 0.1
0.0 -0.1 -0.3
0.0 0.1 -0.1
0.0 0.5 0.1
0.1 0.1 -0.1
0.1 -0.1 0.1
-0.1 -0.2 0.0
-0.1 0.1 0.1
-0.1 0.1 0.0
0.1 0.0 -0.2
0.1 -0.2 0.0
0.2 0.2 0.0
-0.1 0.0 0.0
0.1 -0.1 0.0
0.0 0.0 0.0
-0.2 -0.2 0.1
-0.1 0.3 0.0
0.0 0.0 0.0
0.0 -0.1 0.0
0.0 0.0 -0.1
0.0 0.0 0.0
0.0 0.0 0.0
-0.1 0.0 0.0
0.1 0.0 0.0
0.0 0.1 0.0
0.0 0.0 0.0
0.0 0.0 0.0
0.0 0.0 0.0
0.0 0.0 0.0
-0.1 0.0 0.0
0.0 0.0 0.1
0.0 0.0 -0.1
0.0 0.0 0.0
0.0 0.0 0.0
0.1 0.0 0.0
0.0 0.0 0.0
0.0 0.0 0.0
0.0 0.0 0.0
0.0 0.0 0.0
0.0 0.0 0.0
0.0 0.0 0.0
0.0 0.0 0.0
0.0 0.0 0.0
0.0 0.0 0.0
0.0 0.0 0.1
0.1 0.1 -0.2
0.0 -0.1 0.0
0.0 -0.1 0.0
0.0 0.0 0.1
0.0 0.0 0.0
-0.2 -0.3 0.1
0.1 0.1 -0.2
0.0 0.0 0.0
0.0 0.0 0.0
0.0 0.0 0.1
0.0 0.0 0.0
0.0 0.0 0.0
0.0 0.0 0.0
0.0 0.0 0.0
0.0 0.0 0.0
0.0 0.0 0.0
0.0 0.0 -0.1
0.0 0.0 0.0
0.0 0.0 0.0
0.0 0.0 0.0
0.0 0.0 0.0
-0.1 -0.1 0.1
-0.1 0.0 -0.1
0.2 0.0 0.0
-0.1 -0.1 0.0
0.2 0.0 -0.1
0.0 -0.5 0.0
0.0 0.1 0.0
0.0 0.0 0.0
0.0 0.0 0.0
0.0 0.0 0.0
0.0 0.0 0.0
0.0 0.0 0.0
0.1 -0.2 0.1
0.0 0.0 0.1
-0.1 0.2 0.2
-0.2 0.0 -0.2
0.1 0.2 -0.1
0.4 -0.1 -0.1
-0.1 -0.2 0.0
-0.1 0.0 -0.1
0.1 0.0 -0.2
0.1 -0.1 0.2
-0.1 0.2 0.1
0.0 0.0 0.0
0.0 0.0 0.0
0.0 0.0 0.0
0.0 0.1 0.0
0.0 0.0 0.0
0.0 0.0 0.0
0.0 0.0 0.0
0.0 0.0 0.0
0.0 0.0 0.1
0.0 0.0 0.0
0.0 0.0 0.0
0.0 0.0 0.1
0.0 -0.1 0.0
0.0 0.1 0.0
0.0 0.0 0.0
0.1 0.0 0.0
0.0 0.0 0.1
0.0 0.0 0.0
0.0 0.0 0.0
0.0 0.0 0.0
0.0 0.0 0.0
0.0 0.0 0.0

---

Record 2
Entry from OMol25: a single C17H20ClN3O2S molecule at a distorted geometry (ωB97M-V/def2-TZVPD).

Summary:
Maximum force, eV/Å: 1.76
Orbital gap, eV: 8.620
Structure (SMILES): C[C@@H]1C[C@H](C)CN(C(=O)CSc2nnc(-c3ccc(Cl)cc3)o2)C1

Each line ends with the Löwdin charge.
Element x y z (Å)
1 C -3.724930 -0.769130 2.653434  -0.07
2 H -4.773318 -0.930728 2.894907  0.08
3 H -3.541764 0.301152 2.590771  0.08
4 C -3.369221 -1.442697 1.331217  -0.34
5 C -4.327885 -0.991526 0.217339  -0.14
6 C -3.629880 -0.999375 -1.141925  -0.36
7 C -4.609057 -0.731999 -2.280726  -0.07
8 H -4.084498 -0.684127 -3.232192  0.08
9 H -5.130118 0.210496 -2.125965  0.08
10 H -5.349084 -1.526282 -2.337059  0.08
11 C -2.536775 0.078015 -1.125210  -0.13
12 N -1.859983 0.103310 0.155674  -0.04
13 C -1.107790 1.121162 0.603297  -0.55
14 O -0.544344 1.113998 1.680090  0.02
15 C -1.001987 2.333336 -0.327322  -0.36
16 H -1.823009 3.029700 -0.158014  0.09
17 H -0.943613 2.050958 -1.375367  0.07
18 S 0.524063 3.229252 0.084778  1.04
19 C 1.580016 1.916694 -0.245729  -0.67
20 N 1.267890 0.798023 -0.835171  0.06
21 N 2.394733 0.071348 -0.888272  0.11
22 C 3.342261 0.768910 -0.339318  -0.29
23 C 4.724518 0.391318 -0.176568  -0.15
24 C 5.623316 1.244998 0.461930  -0.01
25 C 6.944604 0.873528 0.611307  -0.10
26 C 7.367678 -0.353436 0.120756  -0.67
27 C 6.482140 -1.213211 -0.516214  -0.09
28 C 5.162252 -0.840934 -0.663907  -0.01
29 H 4.452074 -1.487822 -1.153074  0.12
30 H 6.830132 -2.163092 -0.890207  0.11
31 Cl 9.018877 -0.818126 0.304769  0.68
32 H 7.645584 1.528040 1.104859  0.11
33 H 5.280476 2.195882 0.839992  0.12
34 O 2.878412 1.976211 0.092877  0.10
35 C -1.922018 -1.121134 0.925816  -0.11
36 H -1.497100 -1.930883 0.324081  0.13
37 H -1.296844 -0.982182 1.808619  0.12
38 H -1.813447 -0.104734 -1.930848  0.14
39 H -3.012621 1.048423 -1.297326  0.13
40 H -3.176306 -1.981677 -1.302387  0.14
41 H -5.205040 -1.639138 0.194319  0.12
42 H -4.672251 0.024780 0.423030  0.12
43 H -3.447224 -2.527217 1.456952  0.14
44 H -3.118913 -1.170099 3.462007  0.08

Atomic forces in eV per Å
0.1 -0.2 -0.2
-0.1 0.0 0.1
0.0 0.2 0.0
0.0 0.2 0.1
0.3 -0.3 -0.1
-0.3 0.3 0.1
0.3 -0.1 0.1
0.0 0.0 -0.2
-0.1 0.1 0.0
-0.1 -0.1 0.0
0.0 -0.1 -0.4
-0.2 -0.2 0.2
-0.1 0.2 0.0
0.0 0.0 0.3
0.6 0.0 0.2
0.0 0.0 0.0
-0.2 0.0 0.0
-0.3 0.5 0.0
-0.3 -0.6 -0.5
-0.9 1.2 0.2
1.6 -0.6 0.2
-0.9 -0.5 -0.4
0.6 0.1 0.2
-0.2 -0.2 -0.1
0.2 -0.1 0.0
-0.3 0.1 0.0
0.1 0.0 0.1
-0.1 0.2 0.1
0.0 -0.1 -0.1
0.0 -0.1 0.0
0.2 -0.1 0.0
0.1 0.0 0.0
0.0 0.1 0.0
0.1 0.0 0.1
0.0 -0.3 0.3
0.0 0.0 0.0
0.0 -0.1 -0.1
-0.1 0.1 0.0
0.0 -0.1 -0.1
0.0 0.0 0.0
-0.1 0.0 0.0
-0.1 0.1 0.0
0.0 0.0 0.0
0.0 0.0 0.1

---

> The lowest orbital gap belongs to which entry?

C33H67N5SSi5TeY